No. 1
93
Properties=species:S:1:pos:R:3:forces:R:3 method="wB97M-V/def2-TZVPD" charge=-2 spin_multiplicity=2 lumo_ev="3.89 / 3.88"
Cu -0.177190 0.111626 0.233272 -0.2 -0.3 0.5
C -1.893402 2.369110 -2.413857 0.0 0.0 0.1
C -2.236531 2.163039 -0.959974 0.0 0.2 0.0
N -2.945598 1.150457 -0.653767 0.1 -0.2 -0.2
N -3.458045 1.114666 0.617037 -0.1 -0.1 0.5
C -3.092441 0.194757 1.432011 0.0 -0.1 -0.3
S -1.900650 -1.047516 1.258759 -0.2 0.0 -0.1
S -3.931158 0.291038 3.045666 -0.1 0.1 -0.3
C -3.039116 1.771631 3.640405 0.1 -0.2 0.2
C -2.007001 1.400368 4.671216 0.0 0.1 0.1
C -0.678396 1.222240 4.290976 0.1 -0.1 -0.1
C 0.276637 0.833889 5.224517 0.0 0.0 0.0
C -0.081174 0.618800 6.551125 -0.1 0.0 -0.1
C -1.406897 0.794637 6.939937 0.0 0.0 -0.1
C -2.359163 1.181082 6.003887 0.0 0.1 0.0
C -1.817455 3.223249 0.006801 -0.2 0.2 0.0
C -2.510313 4.432767 0.015699 0.1 -0.1 0.0
C -2.202739 5.464227 0.899098 0.1 -0.1 0.0
C -1.144286 5.266131 1.791324 0.0 -0.2 -0.1
C -0.428111 4.080639 1.793872 -0.1 0.0 -0.1
C -0.731002 2.999231 0.908384 0.0 0.2 -0.1
O -0.028760 1.923994 0.926372 0.0 0.7 0.3
H -2.081856 1.458518 -2.986049 0.0 0.1 0.0
H -0.849482 2.671139 -2.527544 0.0 0.0 0.0
H -2.507687 3.180152 -2.827051 0.1 -0.1 0.1
H -3.769602 2.479480 4.029702 0.0 0.0 0.1
H -2.577550 2.199944 2.752666 0.0 0.2 0.1
H -0.399918 1.358055 3.247662 0.0 0.0 0.0
H 1.304389 0.687295 4.906766 -0.1 0.0 0.0
H 0.662243 0.300600 7.274232 0.0 0.0 0.0
H -1.698766 0.624299 7.971665 0.0 0.0 0.0
H -3.398131 1.304929 6.304046 0.1 0.0 0.0
H -3.334320 4.557218 -0.683523 0.0 0.0 0.0
H -2.768573 6.389224 0.894181 0.0 0.0 0.0
H -0.875812 6.050620 2.494802 0.0 0.0 0.0
H 0.402999 3.934474 2.478496 -0.1 0.0 0.0
Se 3.313524 -5.525077 -2.362313 0.0 0.2 0.0
P 1.822821 -4.264971 -3.228887 0.0 0.0 0.3
C 2.573290 -3.663014 -4.788218 0.0 0.0 0.0
C 2.384738 -4.297554 -6.010583 0.0 0.1 0.0
C 3.092967 -3.879222 -7.136637 -0.1 0.0 0.1
C 4.004284 -2.837906 -7.044875 0.0 0.0 0.1
C 4.212519 -2.215889 -5.816474 0.0 -0.1 0.0
C 3.507211 -2.630150 -4.697125 -0.1 0.0 0.0
C 0.376703 -5.319740 -3.688662 0.0 0.1 -0.1
C 0.300393 -6.595654 -3.138302 -0.1 -0.1 0.0
C -0.743515 -7.456072 -3.468242 0.1 0.1 0.0
C -1.724228 -7.049461 -4.358448 0.0 0.1 0.0
C -1.657730 -5.777901 -4.916808 0.1 0.1 0.0
C -0.618988 -4.914980 -4.585102 0.0 0.0 0.0
C 1.145351 -2.737887 -2.442089 0.1 0.2 -0.2
C 1.267950 -1.988537 -1.221476 0.3 -0.3 -0.3
N 0.819327 -0.736337 -1.182281 0.4 -0.3 -0.7
N -0.226029 -1.040910 -3.327966 0.3 -0.1 -0.1
N 0.354890 -2.329336 -3.449883 -0.2 0.0 0.1
P 1.900775 -2.479387 0.422551 -0.1 -0.3 0.2
Se 2.078165 -0.879550 1.784323 0.1 0.1 0.0
C 3.561690 -3.177764 0.209589 0.0 0.1 0.0
C 3.999529 -4.255664 0.966622 0.0 0.0 0.0
C 5.326914 -4.655230 0.900343 0.0 0.0 -0.1
C 6.220743 -3.972339 0.084825 -0.1 0.0 0.0
C 5.788112 -2.876416 -0.654687 0.0 -0.1 0.0
C 4.463705 -2.476862 -0.586723 0.0 -0.1 0.0
C 0.840728 -3.825240 1.054866 -0.1 0.0 0.0
C 0.705775 -5.033477 0.367754 -0.1 0.0 0.1
C -0.140531 -6.023525 0.848942 0.0 0.1 0.0
C -0.872812 -5.804291 2.012529 0.1 0.0 0.0
C -0.755807 -4.597714 2.687381 0.1 0.0 0.0
C 0.105216 -3.610781 2.215270 -0.1 -0.1 0.0
H 1.688952 -5.123630 -6.089557 0.0 0.0 0.0
H 2.930478 -4.374855 -8.087609 0.0 0.0 0.0
H 4.553910 -2.513778 -7.922036 0.0 0.0 0.0
H 4.931077 -1.407970 -5.731743 0.0 0.0 0.0
H 3.677016 -2.154767 -3.736507 0.0 0.0 0.0
H 1.080218 -6.916172 -2.457413 0.0 0.0 0.0
H -0.781700 -8.447157 -3.030062 0.0 0.0 0.0
H -2.538997 -7.716558 -4.616309 0.0 0.0 0.0
H -2.422752 -5.448916 -5.611200 0.0 0.0 0.0
H -0.570150 -3.921405 -5.006965 0.0 0.0 0.0
H 3.296103 -4.787674 1.597869 0.1 0.0 0.0
H 5.663157 -5.509335 1.476353 0.0 0.0 0.0
H 7.254691 -4.295000 0.023033 0.0 0.0 0.0
H 6.483978 -2.342903 -1.289577 0.0 0.0 0.0
H 4.119305 -1.608381 -1.137249 0.0 0.0 0.0
H 1.274723 -5.214461 -0.534518 0.1 0.0 0.0
H -0.234349 -6.960033 0.309776 0.0 0.0 0.0
H -1.537019 -6.576150 2.389435 0.0 0.1 0.0
H -1.349226 -4.406994 3.574385 0.0 0.0 0.0
H 0.187534 -2.657404 2.724126 0.0 0.0 0.0
C 0.596687 -0.184141 -2.494543 -0.2 -0.2 0.0
H -1.143638 -1.141077 -2.904110 -0.2 0.0 0.0
H 1.554443 -0.056239 -3.010391 0.1 0.0 -0.1
H 0.117236 0.780027 -2.405510 0.0 0.1 0.0

***

No. 2
43
Properties=species:S:1:pos:R:3:forces:R:3 method="wB97M-V/def2-TZVPD" charge=0 lumo_ev="-2.23 / -1.09"
H 0.267024 3.241430 0.690881 0.0 -0.1 -0.3
N -0.202674 1.702894 -0.695254 0.7 1.5 -1.4
B -0.554007 0.238809 -2.768805 0.1 0.1 0.0
N -0.167606 1.611437 -2.081380 -0.1 0.3 1.5
C 0.201027 2.806248 -2.600181 0.0 0.0 1.1
Sr -0.350342 -0.133525 0.826928 -0.9 1.0 -0.9
H 0.256596 2.919598 -3.680515 0.1 0.1 0.4
C 0.442884 3.702015 -1.531123 -0.3 -0.9 -0.2
H 0.749294 4.736280 -1.583809 0.0 -0.2 -0.1
C 0.188981 2.950629 -0.352907 -0.3 -0.7 -2.0
H -0.492947 0.371312 -3.964691 -0.1 0.0 0.1
C -1.358772 -2.163877 1.731540 -0.5 -1.4 1.1
H -1.229462 -1.694731 2.728888 -0.2 -0.4 -0.6
H -0.523022 -2.737083 1.305030 -0.6 0.2 0.2
H -2.340982 -2.196893 1.253073 0.5 -0.1 0.2
N -2.009653 -0.160344 -2.339929 -0.5 -0.1 1.2
N 0.462660 -0.900593 -2.344893 0.2 -0.6 1.8
N -2.307588 -0.332822 -0.996423 -0.7 -0.3 -0.9
N 0.550345 -1.231735 -0.998442 1.3 -1.0 -2.0
C -3.124237 -0.351677 -3.089716 -0.2 -0.2 1.0
C 1.330658 -1.664285 -3.040800 0.1 -0.2 1.2
H -3.073293 -0.239249 -4.170928 -0.1 -0.1 0.4
H 1.379958 -1.545574 -4.113027 0.2 -0.1 0.1
C -4.187752 -0.676477 -2.224443 0.9 0.2 0.0
C 2.017863 -2.504709 -2.134092 -0.7 0.7 0.1
C -3.611797 -0.658998 -0.922088 0.8 0.4 -1.8
C 1.501471 -2.187094 -0.853042 -0.9 1.1 -1.9
H -5.215128 -0.892643 -2.488726 0.2 0.1 0.0
H 2.771951 -3.238165 -2.341355 0.1 0.0 -0.2
H -4.087943 -0.863929 0.023239 0.0 0.1 0.1
H 1.741406 -2.564085 0.138715 0.1 0.0 -0.3
H -2.022176 1.033859 1.910516 -0.6 0.4 0.4
O -0.471243 -0.043633 4.215109 0.6 0.1 -0.4
C 0.690276 0.128946 3.843582 1.0 0.1 -0.9
C 1.921550 0.327494 4.685537 0.4 0.1 0.4
C 3.080503 0.456690 3.684524 0.6 0.1 0.5
C 2.454124 0.368015 2.316749 -0.9 0.0 0.4
O 2.970416 0.451817 1.205591 -0.4 -0.1 1.1
N 1.109726 0.171601 2.540239 -0.2 0.0 0.2
H 1.797658 1.231076 5.280046 0.0 -0.1 0.2
H 2.050454 -0.525638 5.347346 -0.1 0.1 0.2
H 3.592547 1.410498 3.789558 0.3 0.0 0.0
H 3.801235 -0.352884 3.799494 0.2 0.1 0.0

***

No. 3
107
Properties=species:S:1:pos:R:3:forces:R:3 method="wB97M-V/def2-TZVPD" charge=0 lumo_ev=-0.22
Au -0.192602 0.250660 -0.239982 -0.1 0.2 -0.5
O -2.491363 -3.213037 3.610952 0.0 0.0 0.0
C -2.066516 -2.104618 4.267620 0.0 0.0 0.0
C -2.225234 -2.022435 5.650081 0.0 0.0 0.0
C -1.820978 -0.905418 6.355459 0.0 0.0 0.0
C -1.256191 0.166865 5.682021 0.0 0.0 -0.1
C -1.097224 0.088516 4.310757 0.0 0.0 0.0
C -1.478803 -1.036499 3.574247 0.0 0.1 -0.1
C -1.220234 -1.025413 2.106150 -0.1 0.1 0.2
O -0.747100 0.123287 1.661757 -0.1 -0.1 0.6
N -1.461197 -2.100464 1.425978 0.0 0.2 -0.1
N -1.123532 -1.957016 0.092357 0.4 0.0 -0.3
C -1.605924 -2.834477 -0.683734 -0.1 -0.3 0.2
S -2.739136 -4.067278 -0.134300 0.0 0.0 0.0
C -2.732017 -4.971785 -1.706083 0.0 0.0 0.0
C -2.554427 -3.971035 -2.831950 0.0 0.0 0.0
S -1.157425 -2.913924 -2.383790 0.1 0.1 0.1
H -2.870771 -3.818087 4.257714 0.0 0.0 0.0
H -2.678047 -2.859145 6.172446 0.0 0.0 0.0
H -1.950192 -0.877361 7.430007 0.0 0.0 0.0
H -0.939053 1.051050 6.217728 0.0 0.0 0.0
H -0.661053 0.912556 3.768159 0.0 0.0 0.0
H -3.677987 -5.506267 -1.786566 0.0 0.0 0.0
H -1.910583 -5.687658 -1.698375 0.0 0.0 0.0
H -3.443727 -3.354838 -2.959921 0.0 0.0 0.0
H -2.307684 -4.459183 -3.774316 0.0 0.0 0.0
C -0.691609 0.321426 -4.494962 0.0 0.0 0.0
C -0.884173 0.539380 -3.151402 0.1 -0.1 0.0
N 0.119903 0.365435 -2.267704 0.0 0.0 -0.1
C 1.328233 -0.001750 -2.691719 0.1 0.0 -0.3
C 1.588746 -0.256883 -4.035654 0.1 0.0 -0.1
C 0.551412 -0.109800 -4.937539 0.0 0.0 -0.1
C 2.901168 -0.779445 -4.463158 -0.1 0.0 0.0
C 4.108215 -0.398527 -4.055267 0.1 0.2 0.0
C 4.462518 0.787003 -3.245661 -0.1 -0.2 -0.1
C 5.708173 0.871629 -2.642205 0.0 0.0 0.0
C 6.032936 2.074879 -2.041715 0.0 0.0 0.0
N 5.201779 3.111846 -2.026207 0.0 0.0 0.1
C 4.011864 2.903962 -2.576961 0.0 -0.1 0.0
N 3.597677 1.804362 -3.194188 0.0 0.2 0.0
H -1.514229 0.460738 -5.181996 0.0 0.0 0.0
H -1.843910 0.816463 -2.750307 -0.1 0.1 0.1
H 2.063159 -0.124986 -1.901942 0.0 0.0 0.0
H 0.715174 -0.328443 -5.986410 0.0 0.0 0.0
H 2.849563 -1.599417 -5.173159 0.0 0.0 0.1
H 4.958762 -0.978204 -4.396463 0.0 0.0 0.0
H 6.396701 0.036878 -2.653925 0.0 0.0 0.0
H 6.996939 2.221153 -1.566986 0.0 0.0 0.0
H 3.308650 3.728121 -2.532157 0.0 0.0 0.0
C 4.403167 -1.511131 3.209681 0.0 0.0 0.0
C 3.097301 -1.205355 2.478056 0.0 0.0 -0.3
C 2.295125 -0.185119 3.290369 0.0 -0.1 0.1
C 2.281936 -2.492668 2.300952 0.0 0.1 0.1
Si 3.372682 -0.473120 0.736428 -0.4 -0.1 0.2
O 2.002214 -0.289375 -0.082870 0.4 -0.3 0.4
C 4.218889 1.194669 1.015432 0.0 0.1 -0.3
C 3.401539 2.330061 1.065423 0.0 0.0 0.0
C 3.927209 3.593691 1.301082 0.0 0.0 0.0
C 5.291732 3.753129 1.495349 0.0 0.0 0.0
C 6.123600 2.645120 1.442880 0.0 0.0 0.0
C 5.590583 1.385326 1.199056 0.0 0.0 0.1
C 4.514295 -1.632810 -0.244540 0.0 0.0 -0.2
C 3.995107 -2.213808 -1.406181 0.0 -0.1 0.1
C 4.758997 -3.041277 -2.220946 0.0 0.0 0.1
C 6.076335 -3.317709 -1.886502 0.0 0.0 0.0
C 6.615463 -2.766110 -0.731823 0.0 0.0 0.1
C 5.843590 -1.938027 0.073359 0.0 0.0 -0.1
H 4.192824 -1.830065 4.238413 0.0 0.0 0.0
H 5.050339 -0.631367 3.268207 0.0 0.0 0.0
H 4.954055 -2.321587 2.728848 0.0 0.0 0.0
H 2.028215 -0.607464 4.268098 0.0 0.0 0.0
H 1.369016 0.085575 2.781939 0.0 0.0 0.0
H 2.871943 0.725537 3.466363 0.0 0.0 0.0
H 2.038527 -2.938953 3.274097 0.0 0.0 0.0
H 2.836116 -3.236578 1.721549 0.0 0.0 0.0
H 1.340762 -2.296464 1.782804 0.0 0.0 0.0
H 2.332527 2.216893 0.912759 0.0 0.0 0.0
H 3.270395 4.455109 1.338631 0.0 0.0 0.0
H 5.706626 4.736702 1.677095 0.0 0.0 0.0
H 7.191360 2.761481 1.587165 0.0 0.0 0.0
H 6.265777 0.539324 1.149210 0.0 0.0 0.0
H 2.960422 -2.021886 -1.664832 0.0 0.0 0.0
H 4.322799 -3.475469 -3.113214 0.0 0.0 0.0
H 6.676567 -3.966828 -2.512324 0.0 0.0 0.0
H 7.638602 -2.987429 -0.452571 0.0 0.0 0.0
H 6.294914 -1.529230 0.968202 0.0 0.0 0.0
C -3.611053 3.826824 0.314613 0.0 -0.1 0.0
C -2.733570 3.574717 -0.901707 0.0 0.0 0.1
C -3.492833 3.891084 -2.174127 0.0 0.0 0.0
O -2.426569 2.145340 -0.899996 0.0 0.1 -0.1
B -1.155639 2.014222 -0.430179 0.0 -0.1 0.0
O -0.496062 3.180436 -0.225718 0.0 0.1 0.1
C -1.314218 4.241044 -0.795933 -0.1 0.0 0.0
C -1.249775 5.444541 0.122007 0.0 0.0 0.0
C -0.697485 4.574716 -2.146962 0.0 -0.1 0.0
H -4.488669 3.183788 0.250825 0.0 0.0 0.0
H -3.938826 4.865438 0.356937 0.0 0.0 0.0
H -3.083724 3.581000 1.236561 0.0 0.0 0.0
H -4.443442 3.357134 -2.164515 0.0 0.0 0.0
H -2.941151 3.588351 -3.062866 0.0 0.0 0.0
H -3.700524 4.960318 -2.237981 0.0 0.0 0.0
H -1.523734 5.186184 1.142543 0.0 0.0 0.0
H -1.914022 6.233026 -0.236227 0.0 0.0 0.0
H -0.230563 5.830335 0.134155 0.0 0.0 0.0
H -0.696672 3.707065 -2.809041 0.0 0.0 0.0
H 0.339514 4.872718 -1.992652 0.0 0.0 0.0
H -1.229480 5.393611 -2.631615 0.0 0.0 0.0

***

No. 4
67
Properties=species:S:1:pos:R:3:forces:R:3 method="wB97M-V/def2-TZVPD" charge=+2 spin_multiplicity=2 lumo_ev="-9.84 / -9.46"
Ir 0.162285 -0.053724 -0.327849 0.0 0.1 0.5
C -1.767242 0.799139 -5.435130 0.0 0.0 0.0
C -2.829834 0.827994 -4.541294 0.0 0.0 -0.2
C -2.703660 0.270904 -3.281611 0.3 -0.1 0.3
C -1.487196 -0.304214 -2.882895 -0.1 0.1 -0.9
C -0.422390 -0.328683 -3.792728 -0.1 -0.1 0.3
C -0.567431 0.206097 -5.058503 -0.1 0.1 -0.1
N -1.288710 -0.762108 -1.578467 0.0 0.0 0.4
C -2.259614 -1.446048 -0.919330 0.6 0.3 0.1
C -3.261055 -2.227159 -1.527317 -0.6 -0.2 0.0
C -4.132704 -2.946672 -0.745223 0.2 0.2 -0.5
C -4.054472 -2.905852 0.658135 0.2 0.2 0.5
C -3.093588 -2.148076 1.289114 -0.3 -0.2 0.1
C -2.184085 -1.426428 0.510960 0.0 0.1 -0.1
N -1.169462 -0.657918 0.997153 1.2 0.0 -1.2
N -0.895627 -0.575944 2.268429 -1.0 -0.3 0.9
C 0.266566 0.032600 2.541951 0.4 0.3 -0.6
C 0.658468 0.261912 3.874404 -0.1 0.1 -0.1
C 1.823601 0.943011 4.127341 0.0 0.0 -0.1
C 2.595946 1.401524 3.055331 0.0 0.0 0.1
C 2.178046 1.132573 1.771985 0.2 0.0 0.0
N 1.060711 0.447368 1.489328 -0.1 0.1 0.2
H -1.869777 1.232249 -6.420180 0.0 0.0 0.0
H -3.762072 1.294431 -4.830167 0.0 0.0 0.0
H -3.520337 0.319526 -2.571800 0.0 0.0 0.0
H 0.503708 -0.802273 -3.496326 0.0 0.0 0.0
H 0.252152 0.156763 -5.762854 0.0 0.0 0.0
H -3.313335 -2.282341 -2.605564 0.0 0.0 0.0
H -4.881934 -3.563358 -1.221142 0.0 0.0 0.0
H -4.746242 -3.485489 1.253050 0.0 0.0 0.0
H -3.018458 -2.091423 2.365247 0.0 -0.1 0.0
H 0.013368 -0.100384 4.661394 0.1 -0.1 0.0
H 2.140828 1.130084 5.143948 0.0 0.0 0.0
H 3.511001 1.948316 3.225559 0.0 0.0 -0.1
H 2.755249 1.470476 0.921756 0.0 -0.1 0.0
S 6.368716 -0.531451 -2.906498 -0.2 0.2 -0.2
C 4.686820 -0.323934 -2.341150 0.2 -0.1 0.0
C 3.865781 -1.427998 -2.141662 0.0 0.2 0.0
C 2.571241 -1.230526 -1.702008 0.0 -0.1 0.0
N 2.065140 -0.016338 -1.438336 -0.6 -0.3 0.2
C 2.862069 1.040978 -1.630318 -0.1 0.2 -0.1
C 4.164171 0.937838 -2.076924 -0.1 -0.1 0.0
C 6.031783 -0.077948 -4.618973 0.1 -0.2 0.3
C 5.685199 -1.082942 -5.508073 0.0 0.1 -0.3
C 5.391445 -0.713056 -6.817824 0.1 0.0 0.5
N 5.431899 0.546901 -7.217714 -0.2 0.2 -0.8
C 5.790820 1.501924 -6.375430 0.0 -0.2 0.4
C 6.104740 1.237092 -5.045245 0.0 0.1 -0.1
H 4.228028 -2.428522 -2.328415 0.0 0.0 0.0
H 1.908615 -2.074171 -1.555866 0.0 0.0 0.0
H 2.436778 2.013188 -1.414638 0.0 0.0 0.0
H 4.764977 1.827147 -2.200902 0.0 0.0 0.0
H 5.658836 -2.119804 -5.203759 0.0 0.0 0.0
H 5.114271 -1.453635 -7.558582 0.0 0.0 0.0
H 5.828969 2.509882 -6.770824 0.0 0.0 0.0
H 6.414770 2.032552 -4.381807 0.0 0.0 0.0
N -0.309918 2.090997 -1.460238 0.2 -0.3 0.3
H 0.175210 2.900206 -1.088894 0.0 0.0 0.0
H -1.299968 2.246093 -1.314432 0.0 0.0 -0.1
H -0.135520 2.050688 -2.460304 -0.1 -0.1 0.0
Cl -2.547284 1.856508 4.345875 0.1 0.9 -0.7
C -2.914801 3.299443 3.607989 -2.0 -1.1 1.0
Cl -4.141906 3.371082 2.494438 1.0 0.1 0.4
C -0.753972 2.932767 1.926787 0.8 -0.2 -0.7
O -0.104311 3.568819 2.648438 -0.5 -0.1 0.1
O -1.350616 2.286808 1.164629 -0.3 0.6 0.6
H -2.626385 4.215839 4.115058 0.5 0.1 -0.4